C3H10N2 | ωB97M-V/def2-TZVPD

Calculated values
**Kohn-Sham gap**: 10.5 eV
**E_HOMO**: -0.34066 Eh
**Charge**: 0
**SMILES string**: C[C@@H](N)CN
**E**: -229.7903 Eh

Last columns: bonded neighbours and bond lengths (Å).
Element x y z (Å)
1 C 1.631 0.958 -0.199  C2 1.541, H6 1.094, H7 1.096, H8 1.090
2 C 0.521 -0.105 -0.079  C1 1.541, N3 1.460, C4 1.521, H9 1.097
3 N 0.570 -0.751 1.230  C2 1.460, H10 1.011, H11 1.018
4 C -0.807 0.504 -0.504  C2 1.521, N5 1.485, H12 1.084, H13 1.089
5 N -1.873 -0.530 -0.501  C4 1.485, H14 1.008, H15 1.007
6 H 2.329 0.735 -1.011  C1 1.094
7 H 2.279 0.897 0.683  C1 1.096
8 H 1.337 2.003 -0.284  C1 1.090
9 H 0.722 -0.836 -0.872  C2 1.097
10 H 1.074 -1.627 1.221  N3 1.011
11 H -0.367 -1.003 1.541  N3 1.018
12 H -1.060 1.341 0.136  C4 1.084
13 H -0.690 0.755 -1.557  C4 1.089
14 H -1.689 -1.246 0.185  N5 1.008
15 H -2.790 -0.124 -0.405  N5 1.007